(1)
Below is a cluster of 4 separate species, C28H40BrN4O10PS in total, with properties calculated with ωB97M-V with the def2-TZVPD basis set.

Values from the calculation:
- E: -146275.293 eV
- Highest occupied orbital energy: -8.487 eV
- LUMO: -0.063 Eh
- Structure (SMILES): C[C@H](Br)Cc1c(CC(=O)N(C)C)c(-c2ccccc2)c([PH2]=N)c2nsnc12.COC(=O)OC.COC(=O)OC.COC(=O)OC
- Kohn-Sham gap: 0.2490 Ha

Geometry (Å):
C1 3.09 -1.03 2.89
C2 2.08 -1.97 2.07
Br1 2.35 -3.91 2.44
C3 2.16 -1.73 0.45
C4 1.16 -0.55 0.02
C5 -0.40 -0.67 0.10
C6 -1.08 -2.07 0.59
C7 -1.61 -2.79 -0.75
O1 -1.12 -2.40 -1.86
N1 -2.64 -3.84 -0.82
C8 -3.79 -3.59 0.11
C9 -2.09 -5.22 -0.70
C10 -1.37 0.53 -0.30
C11 -2.94 0.30 -0.13
C12 -3.49 0.23 1.34
C13 -4.97 -0.03 1.72
C14 -5.99 -0.21 0.55
C15 -5.47 -0.14 -0.92
C16 -3.96 0.13 -1.30
C17 -0.80 1.88 -0.82
P1 -1.88 3.34 -1.35
N2 -2.63 3.14 -2.76
C18 0.77 2.04 -0.95
N3 1.55 3.15 -1.42
S1 3.24 2.79 -1.35
N4 3.08 1.22 -0.70
C19 1.71 0.84 -0.52
H1 3.07 0.06 2.50
H2 2.75 -0.97 4.00
H3 4.17 -1.43 2.90
H4 1.02 -1.69 2.43
H5 1.90 -2.73 -0.05
H6 3.24 -1.39 0.25
H7 -0.27 -2.76 1.04
H8 -1.89 -1.90 1.38
H9 -4.59 -4.38 -0.12
H10 -4.21 -2.54 -0.14
H11 -3.46 -3.56 1.21
H12 -2.88 -5.93 -1.13
H13 -1.74 -5.51 0.36
H14 -1.20 -5.28 -1.44
H15 -2.73 0.34 2.20
H16 -5.32 -0.11 2.81
H17 -7.08 -0.43 0.84
H18 -6.25 -0.30 -1.75
H19 -3.62 0.19 -2.38
H20 -1.03 4.49 -1.45
H21 -2.79 3.58 -0.25
H22 -2.35 2.20 -3.10
C20 2.66 -6.54 -0.43
O2 2.35 -7.92 -0.20
C21 3.34 -8.61 0.39
O3 4.41 -8.18 0.72
O4 2.92 -9.88 0.54
C22 3.87 -10.74 1.16
H23 1.79 -6.08 -0.90
H24 2.85 -6.03 0.52
H25 3.52 -6.45 -1.10
H26 4.11 -10.40 2.17
H27 4.77 -10.82 0.55
H28 3.42 -11.74 1.23
C23 6.82 8.42 -3.76
O5 5.68 7.60 -3.47
C24 5.72 6.39 -4.05
O6 6.60 5.96 -4.76
O7 4.60 5.73 -3.71
C25 4.50 4.41 -4.25
H29 6.68 9.37 -3.24
H30 7.73 7.95 -3.38
H31 6.89 8.61 -4.83
H32 5.32 3.79 -3.90
H33 4.48 4.45 -5.35
H34 3.56 3.98 -3.91
C26 -4.89 3.94 1.81
O8 -3.88 4.36 2.73
C27 -4.03 5.61 3.18
O9 -4.91 6.38 2.88
O10 -3.01 5.87 4.03
C28 -3.05 7.18 4.60
H35 -4.67 2.92 1.51
H36 -5.87 3.96 2.28
H37 -4.88 4.57 0.92
H38 -3.96 7.33 5.18
H39 -2.96 7.94 3.81
H40 -2.19 7.28 5.26

***

(2)
Below is a structure of composition C28H40ClFeIO6Se, with properties calculated with ωB97M-V with the def2-TZVPD basis set.

Values from the calculation:
- E: -162326.163 eV
- Relative energy (zero: lowest compared OMol25 entry of this formula, charge and spin): 0.0 kJ/mol
- Net charge: -2
- Highest occupied orbital energy (spin up / spin down): -2.254 / -2.215 eV
- LUMO (spin up / spin down): 0.147 / 0.147 Eh
- Kohn-Sham gap (spin up / spin down): 0.2298 / 0.2283 Ha
- 2S+1: 5

Geometry (Å):
Fe1 -0.15 -0.07 -0.35
C1 2.39 -3.29 6.09
C2 3.45 -3.22 4.99
C3 4.66 -2.46 5.56
C4 3.88 -4.66 4.65
C5 2.94 -2.52 3.74
C6 1.66 -1.99 3.63
C7 1.24 -1.35 2.47
Se1 -0.54 -0.64 2.40
C8 -0.12 1.21 2.71
C9 0.24 1.62 3.99
C10 0.59 2.93 4.25
C11 0.57 3.82 3.16
C12 0.22 3.46 1.88
C13 -0.15 2.10 1.62
O1 -0.48 1.71 0.42
C14 0.28 4.45 0.72
C15 0.65 5.86 1.19
C16 -1.08 4.55 0.01
C17 1.35 4.00 -0.29
C18 1.02 3.44 5.63
C19 2.44 4.00 5.57
C20 1.00 2.32 6.68
C21 0.07 4.55 6.10
C22 2.09 -1.18 1.35
O2 1.72 -0.55 0.28
C23 3.41 -1.73 1.46
C24 3.78 -2.36 2.63
C25 4.37 -1.59 0.28
C26 5.73 -2.24 0.56
C27 3.78 -2.28 -0.96
C28 4.63 -0.10 -0.02
H1 2.80 -3.80 6.97
H2 2.07 -2.30 6.40
H3 1.51 -3.84 5.76
H4 5.05 -2.96 6.45
H5 5.47 -2.40 4.82
H6 4.38 -1.44 5.82
H7 4.26 -5.17 5.54
H8 3.03 -5.22 4.27
H9 4.66 -4.66 3.89
H10 0.95 -2.07 4.44
H11 0.25 0.87 4.78
H12 0.85 4.85 3.35
H13 -0.08 6.26 1.90
H14 1.64 5.89 1.65
H15 0.66 6.53 0.32
H16 -1.85 4.89 0.71
H17 -1.02 5.27 -0.81
H18 -1.38 3.59 -0.40
H19 2.34 4.00 0.20
H20 1.15 3.01 -0.67
H21 1.39 4.69 -1.14
H22 3.14 3.22 5.24
H23 2.51 4.82 4.86
H24 2.76 4.37 6.55
H25 1.68 1.51 6.41
H26 1.30 2.72 7.65
H27 0.00 1.90 6.79
H28 0.06 5.38 5.40
H29 -0.96 4.17 6.18
H30 0.37 4.93 7.08
H31 4.78 -2.77 2.70
H32 5.64 -3.31 0.75
H33 6.37 -2.11 -0.31
H34 6.23 -1.77 1.42
H35 3.64 -3.34 -0.77
H36 2.82 -1.84 -1.23
H37 4.46 -2.16 -1.81
H38 5.09 0.39 0.84
H39 5.31 -0.01 -0.87
H40 3.69 0.41 -0.25
O3 0.04 2.85 -3.21
Cl1 -0.37 1.47 -3.11
O4 -0.31 0.85 -4.40
O5 -1.69 1.37 -2.56
O6 0.57 0.78 -2.21
I1 -1.39 -2.35 -1.14

***

(3)
Below is a structure of composition C28H40FN5O3Si2W, with properties calculated with ωB97M-V with the def2-TZVPD basis set.

Values from the calculation:
- E: -63540.742 eV
- Relative energy (zero: lowest compared OMol25 entry of this formula, charge and spin): 243.4 kJ/mol
- Net charge: +4
- Highest occupied orbital energy: -17.939 eV
- LUMO: -0.437 Eh
- Kohn-Sham gap: 0.2223 Ha

Geometry (Å):
W1 1.84 -1.34 -1.71
C1 -5.35 0.39 -0.84
C2 -4.57 -0.43 0.17
N1 -3.09 -0.27 0.01
C3 -2.43 -1.23 -0.64
C4 -1.08 -1.13 -0.89
C5 -0.16 -2.05 -1.62
O1 -0.47 -3.47 -1.67
O2 0.28 -1.64 -2.83
C6 -0.39 0.00 -0.46
O3 0.92 0.05 -0.70
C7 -1.05 1.00 0.26
C8 -0.41 2.15 0.77
C9 -1.11 3.08 1.46
F1 -0.44 4.13 1.92
C10 -2.52 2.98 1.73
C11 -3.15 1.85 1.20
C12 -2.44 0.87 0.49
N2 -3.19 3.94 2.45
C13 -4.57 3.78 2.89
C14 -5.42 4.97 2.47
N3 -4.82 6.27 2.99
C15 -3.52 6.05 3.73
C16 -2.56 5.20 2.91
H1 -6.42 0.25 -0.66
H2 -5.14 0.07 -1.86
H3 -5.13 1.46 -0.77
H4 -4.77 -1.49 0.04
H5 -4.82 -0.20 1.20
H6 -3.03 -2.07 -0.95
H7 0.65 2.31 0.63
H8 -4.21 1.73 1.31
H9 -4.60 3.64 3.98
H10 -5.03 2.90 2.48
H11 -6.43 4.89 2.86
H12 -5.47 5.06 1.39
H13 -5.48 6.74 3.61
H14 -4.66 6.91 2.21
H15 -3.79 5.60 4.68
H16 -3.08 7.02 3.92
H17 -1.72 5.01 3.58
H18 -2.19 5.77 2.06
C17 -0.16 -4.36 -0.49
Si1 1.46 -3.81 0.37
C18 1.15 -2.51 1.65
C19 2.15 -5.32 1.15
N4 2.42 -3.03 -1.02
C20 3.85 -3.18 -0.83
C21 4.53 -4.36 -0.62
C22 5.90 -4.29 -0.38
C23 6.56 -3.07 -0.37
C24 5.88 -1.88 -0.64
C25 4.53 -1.96 -0.89
N5 3.68 -0.91 -1.33
Si2 4.06 -0.21 -2.97
C26 5.58 0.79 -3.15
C27 3.75 -1.76 -3.97
C28 2.46 0.77 -3.24
H19 -1.04 -4.32 0.16
H20 -0.09 -5.34 -0.95
H21 -1.27 -3.70 -2.17
H22 0.08 -2.32 1.80
H23 1.64 -1.55 1.44
H24 1.54 -2.85 2.61
H25 1.47 -5.56 1.98
H26 3.12 -5.11 1.60
H27 2.22 -6.20 0.51
H28 4.04 -5.32 -0.66
H29 6.46 -5.20 -0.22
H30 7.62 -3.03 -0.15
H31 6.40 -0.93 -0.64
H32 6.46 0.15 -3.23
H33 5.70 1.46 -2.30
H34 5.50 1.38 -4.06
H35 4.49 -2.54 -3.81
H36 3.64 -1.55 -5.04
H37 2.77 -2.27 -3.74
H38 2.19 1.49 -2.46
H39 1.55 0.27 -3.60
H40 2.74 1.34 -4.14

***

(4)
Below is a structure of composition C28H40FeN5O2Si, with properties calculated with ωB97M-V with the def2-TZVPD basis set.

Values from the calculation:
- E: -83491.089 eV
- Relative energy (zero: lowest compared OMol25 entry of this formula, charge and spin): 611.9 kJ/mol
- Highest occupied orbital energy (spin up / spin down): -4.068 / -7.150 eV
- LUMO (spin up / spin down): 0.012 / 0.011 Eh
- Kohn-Sham gap (spin up / spin down): 0.1611 / 0.2742 Ha
- 2S+1: 6

Geometry (Å):
Fe1 -0.14 0.08 0.33
C1 0.11 -0.98 3.13
N1 -0.14 0.42 2.76
C2 0.91 1.26 3.36
C3 1.15 2.61 2.69
C4 1.87 2.51 1.34
N2 1.00 2.08 0.26
C5 0.94 2.82 -0.77
C6 0.18 2.59 -1.98
C7 -0.01 3.68 -2.85
C8 -0.76 3.57 -4.00
C9 -1.33 2.33 -4.31
C10 -1.13 1.23 -3.51
C11 -0.36 1.32 -2.33
O1 -0.14 0.25 -1.62
C12 -1.50 0.72 3.28
C13 -2.20 1.98 2.78
C14 -2.09 2.13 1.26
N3 -2.06 0.84 0.60
C15 -3.02 0.57 -0.28
C16 -3.07 -0.58 -1.08
C17 -4.06 -0.66 -2.10
C18 -4.18 -1.73 -2.96
C19 -3.29 -2.80 -2.85
C20 -2.31 -2.75 -1.86
C21 -2.18 -1.68 -0.99
O2 -1.21 -1.65 0.04
H1 0.09 -1.13 4.23
H2 1.09 -1.30 2.77
H3 -0.65 -1.62 2.69
H4 1.85 0.69 3.30
H5 0.69 1.40 4.43
H6 1.79 3.19 3.36
H7 0.22 3.16 2.57
H8 2.69 1.78 1.44
H9 2.33 3.48 1.10
H10 1.51 3.77 -0.77
H11 0.43 4.64 -2.58
H12 -0.90 4.43 -4.64
H13 -1.93 2.23 -5.20
H14 -1.58 0.27 -3.74
H15 -1.46 0.72 4.38
H16 -2.12 -0.12 2.97
H17 -1.85 2.88 3.28
H18 -3.25 1.85 3.07
H19 -1.15 2.65 1.05
H20 -2.89 2.77 0.89
H21 -3.80 1.31 -0.46
H22 -4.74 0.18 -2.20
H23 -4.94 -1.73 -3.72
H24 -3.35 -3.66 -3.50
H25 -1.64 -3.59 -1.79
C22 4.94 0.03 -1.88
N4 4.00 -0.35 -0.84
C23 4.30 -0.82 0.41
C24 3.10 -1.01 1.04
N5 2.08 -0.65 0.19
C25 2.65 -0.27 -0.92
H26 5.81 -0.63 -1.83
H27 5.27 1.06 -1.75
H28 4.47 -0.09 -2.85
H29 5.31 -0.98 0.73
H30 2.93 -1.39 2.03
H31 2.13 0.08 -1.80
C26 1.14 -2.94 -1.13
Si1 -0.08 -2.87 0.30
C27 -0.88 -4.52 0.70
C28 0.91 -2.43 1.82
H32 1.89 -3.71 -0.94
H33 1.65 -1.98 -1.21
H34 0.67 -3.15 -2.09
H35 -0.28 -5.34 0.29
H36 -1.89 -4.63 0.30
H37 -0.93 -4.66 1.78
H38 1.76 -3.11 1.86
H39 0.33 -2.57 2.74
H40 1.30 -1.42 1.79

***

(5)
Below is a structure of composition C28H40FeNO2, with properties calculated with ωB97M-V with the def2-TZVPD basis set.

Values from the calculation:
- E: -69650.173 eV
- Relative energy (zero: lowest compared OMol25 entry of this formula, charge and spin): 0.0 kJ/mol
- Highest occupied orbital energy (spin up / spin down): -6.292 / -7.313 eV
- LUMO (spin up / spin down): 0.023 / -0.003 Eh
- Kohn-Sham gap (spin up / spin down): 0.2544 / 0.2662 Ha
- 2S+1: 6

Geometry (Å):
O1 0.20 -0.32 -6.36
C1 0.07 0.98 -7.00
C2 -0.14 0.38 -8.39
H1 1.00 1.56 -6.90
H2 -0.78 1.54 -6.61
C3 0.05 -0.97 -7.65
H3 0.64 0.61 -9.11
H4 -1.15 0.52 -8.79
C4 1.31 -1.71 -8.05
H5 2.18 -1.04 -8.03
H6 1.21 -2.12 -9.06
H7 1.49 -2.54 -7.35
C5 -1.16 -1.88 -7.70
H8 -2.07 -1.35 -7.40
H9 -1.02 -2.74 -7.04
H10 -1.30 -2.25 -8.72
Fe1 -0.38 -0.78 2.17
C6 -2.27 -1.14 2.83
C7 -1.99 0.25 3.03
C8 -1.76 0.85 1.75
H11 -2.08 0.79 3.96
C9 -1.92 -0.16 0.75
C10 -2.22 -1.40 1.41
H12 -2.47 -2.32 0.90
H13 -2.54 -1.84 3.62
H14 -1.62 1.91 1.55
H15 -1.95 0.01 -0.31
C11 0.93 -2.25 3.17
C12 -0.06 -2.82 2.30
C13 0.27 -2.40 0.95
H16 -0.80 -3.55 2.60
C14 1.51 -1.69 1.00
C15 1.91 -1.61 2.36
H17 2.86 -1.21 2.72
H18 1.02 -2.43 4.24
H19 -0.23 -2.72 0.03
H20 2.09 -1.36 0.14
O2 0.36 -0.01 -1.02
C16 -0.14 -0.88 -2.07
C17 -0.49 -0.01 -3.27
H21 -1.00 -1.45 -1.70
H22 0.65 -1.60 -2.31
C18 0.27 1.31 -3.02
H23 -1.57 0.19 -3.27
H24 -0.22 -0.48 -4.22
C19 0.42 1.35 -1.50
H25 -0.25 2.18 -3.43
H26 1.26 1.23 -3.47
H27 -0.39 1.94 -1.04
H28 1.38 1.78 -1.17
C20 -0.60 0.43 7.81
N1 -0.33 0.98 6.52
C21 -1.05 2.18 6.19
C22 0.22 0.11 5.52
C23 0.89 0.90 4.43
C24 1.81 1.87 4.87
C25 2.42 2.74 3.97
C26 2.13 2.61 2.61
C27 1.25 1.60 2.18
C28 0.67 0.72 3.07
H29 -1.56 0.81 8.18
H30 0.17 0.73 8.53
H31 -0.61 -0.67 7.75
H32 -0.44 3.07 6.42
H33 -1.35 2.24 5.13
H34 -1.94 2.22 6.84
H35 0.98 -0.51 6.04
H36 -0.54 -0.61 5.13
H37 2.02 1.92 5.95
H38 3.13 3.48 4.35
H39 2.58 3.31 1.89
H40 1.08 1.51 1.10

***

(6)
Below is a structure of composition C28H40GeN3O7S2Sr, with properties calculated with ωB97M-V with the def2-TZVPD basis set.

Values from the calculation:
- E: -127513.129 eV
- Relative energy (zero: lowest compared OMol25 entry of this formula, charge and spin): 82.0 kJ/mol
- Highest occupied orbital energy (spin up / spin down): -8.360 / -8.359 eV
- LUMO (spin up / spin down): -0.039 / -0.139 Eh
- Kohn-Sham gap (spin up / spin down): 0.2678 / 0.1681 Ha
- 2S+1: 2

Geometry (Å):
Sr1 -0.21 0.59 -0.24
C1 -3.50 2.36 0.67
C2 -3.56 0.93 1.19
C3 -4.89 0.29 0.77
C4 -3.45 0.92 2.72
O1 -2.46 0.19 0.68
Ge1 -2.39 -1.23 -0.62
O2 -1.62 0.11 -1.76
C5 -0.79 -0.13 -2.88
C6 0.67 -0.21 -2.46
C7 -1.17 -1.45 -3.57
C8 -0.98 1.04 -3.85
O3 -0.62 -1.66 0.20
C9 -0.41 -2.53 1.30
C10 0.56 -3.62 0.87
C11 0.17 -1.72 2.46
C12 -1.73 -3.17 1.76
H1 -4.32 2.96 1.07
H2 -2.55 2.81 0.96
H3 -3.56 2.37 -0.43
H4 -5.73 0.86 1.17
H5 -4.97 0.26 -0.32
H6 -4.95 -0.74 1.15
H7 -4.20 1.58 3.16
H8 -3.62 -0.10 3.09
H9 -2.45 1.24 3.01
H10 0.80 -1.03 -1.74
H11 1.29 -0.43 -3.33
H12 1.02 0.73 -2.04
H13 -1.00 -2.28 -2.88
H14 -2.23 -1.43 -3.84
H15 -0.57 -1.62 -4.46
H16 -0.70 1.98 -3.37
H17 -0.38 0.89 -4.75
H18 -2.03 1.11 -4.14
H19 1.51 -3.17 0.55
H20 0.76 -4.32 1.69
H21 0.15 -4.17 0.02
H22 1.12 -1.27 2.16
H23 -0.51 -0.91 2.74
H24 0.35 -2.36 3.33
H25 -2.15 -3.78 0.95
H26 -1.56 -3.81 2.62
H27 -2.44 -2.40 2.03
C13 5.28 0.11 1.32
C14 4.40 0.93 2.02
C15 3.09 1.02 1.60
N1 2.62 0.36 0.54
C16 3.46 -0.42 -0.13
C17 4.79 -0.58 0.22
H28 6.31 0.01 1.62
H29 4.74 1.48 2.89
H30 2.37 1.63 2.13
H31 3.06 -0.95 -0.98
H32 5.43 -1.23 -0.36
O4 2.00 -3.78 -7.10
S1 2.40 -2.70 -6.26
O5 2.13 -1.36 -6.68
N2 1.78 -2.92 -4.73
C18 2.72 -3.15 -3.89
S2 2.41 -3.42 -2.24
C19 4.11 -3.13 -4.40
C20 5.29 -3.30 -3.71
C21 6.48 -3.22 -4.42
C22 6.48 -2.97 -5.78
C23 5.29 -2.80 -6.48
C24 4.12 -2.88 -5.77
H33 5.28 -3.51 -2.64
H34 7.42 -3.36 -3.90
H35 7.42 -2.91 -6.31
H36 5.29 -2.61 -7.54
O6 0.48 3.55 -0.60
C25 0.35 3.56 0.62
C26 0.45 4.78 1.52
C27 0.26 4.21 2.92
C28 0.03 2.71 2.68
O7 -0.16 1.89 3.55
N3 0.10 2.44 1.34
H37 -0.32 5.50 1.24
H38 1.42 5.26 1.38
H39 -0.59 4.63 3.46
H40 1.14 4.34 3.56